1.
The following is a DFT calculation (wB97M-V/def2-TZVPD) of a cluster of 2 separate species, C7H13B in total.

Summary:
Kohn-Sham gap = 7.9 eV
Relative energy (zero: lowest compared OMol25 entry of this formula, charge and spin) = 381.8 kJ/mol

Element x y z (Å)
B (-0.7624, 0.0886, -0.8931)
C (-1.2477, -0.4256, 1.6147)
C (2.4890, 0.5009, 0.0422)
C (-1.0773, 0.4015, 0.5878)
C (1.6467, -0.3906, -0.3829)
C (-1.5680, -0.0692, -2.2774)
C (-0.7378, 1.8119, 0.9373)
C (1.4651, -1.8051, 0.0262)
H (-1.3833, -0.0783, 2.7492)
H (-1.5495, -1.4252, 1.3993)
H (3.3724, 0.1968, 0.7219)
H (2.5151, 1.5298, -0.2228)
H (-1.0386, -0.1231, -3.2139)
H (-2.1905, 0.8889, -2.5731)
H (-2.2220, -0.9239, -2.1943)
H (-1.3139, 2.4928, 0.3711)
H (-0.9324, 2.0203, 2.0074)
H (0.2785, 1.9310, 0.8432)
H (0.6077, -1.8779, 0.8325)
H (1.1818, -2.5559, -0.7694)
H (2.4670, -2.1877, 0.3942)

Charges per atom according to Mulliken partitioning, unit e: B 0.19; C -1.13; C -0.82; C 0.89; C 0.30; C -0.94; C -1.35; C -0.88; H 0.20; H 0.39; H 0.19; H 0.34; H 0.32; H 0.28; H 0.34; H 0.36; H 0.40; H 0.23; H 0.11; H 0.24; H 0.36

2.
The following is a DFT calculation (wB97M-V/def2-TZVPD) of an isolated molecule of C4H5NO.

Summary:
Kohn-Sham gap = 11.3 eV
SMILES = N#CCCC=O
Relative energy (zero: lowest compared OMol25 entry of this formula, charge and spin) = 62.0 kJ/mol

Element x y z (Å)
O (-1.8714, 1.2859, -0.4543)
C (-1.6769, 0.1000, -0.3318)
C (-0.3843, -0.5110, 0.1598)
C (0.7414, 0.5150, 0.3498)
C (2.0449, -0.0708, 0.0232)
N (3.0406, -0.5811, -0.2705)
H (-2.4631, -0.6404, -0.5896)
H (-0.0916, -1.2839, -0.5608)
H (-0.5927, -1.0448, 1.0964)
H (0.7612, 0.9072, 1.3714)
H (0.5697, 1.3727, -0.3052)

Charges per atom according to Mulliken partitioning, unit e: O -0.47; C 0.03; C -0.63; C -0.31; C 0.19; N -0.39; H 0.34; H 0.36; H 0.31; H 0.29; H 0.28

3.
The following is a DFT calculation (wB97M-V/def2-TZVPD) of a cluster of 8 separate species, C32H65F5O11 in total.

Summary:
Kohn-Sham gap = 9.2 eV
SMILES = C[C@@H](O)CC1=CC(=O)C(C(F)(F)C(F)(F)F)=C(O)C1=O.CC(C)O.CC(C)O.CC(C)O.CC(C)O.CC(C)O.CC(C)O.CC(C)O

Element x y z (Å)
C (1.0400, -0.5624, 1.5420)
C (0.4868, -1.6819, 0.6433)
O (1.4551, -2.2148, -0.2365)
C (-0.2300, -2.8091, 1.4437)
C (-1.6551, -2.3400, 1.6534)
C (-1.9647, -1.5066, 2.6137)
C (-3.4136, -1.0762, 2.6986)
O (-3.9610, -0.9796, 3.7405)
C (-4.0846, -0.8427, 1.3560)
C (-5.0113, 0.3368, 1.1993)
F (-5.9418, 0.1905, 0.2662)
F (-5.6616, 0.5969, 2.3403)
C (-4.1266, 1.6133, 0.9284)
F (-4.7601, 2.5277, 0.2560)
F (-3.7909, 2.1768, 2.0881)
F (-2.9951, 1.2626, 0.3404)
C (-3.7682, -1.6812, 0.4035)
O (-4.2470, -1.5750, -0.8422)
C (-2.7684, -2.7836, 0.7327)
O (-2.8759, -3.8851, 0.3280)
H (1.6046, -0.9466, 2.3967)
H (0.2051, 0.0646, 1.8733)
H (1.6784, 0.0960, 0.9424)
H (-0.3047, -1.2073, 0.0335)
H (1.6503, -1.5555, -0.9145)
H (-0.2571, -3.6910, 0.7973)
H (0.2921, -2.9660, 2.3882)
H (-1.2324, -1.1306, 3.3172)
H (-4.5492, -2.4383, -1.1653)
C (-1.2636, 3.7480, 1.0253)
C (0.2290, 3.5608, 1.2458)
C (0.8288, 4.7288, 2.0109)
O (0.8870, 3.4243, -0.0157)
H (-1.4588, 4.6495, 0.4335)
H (-1.6761, 2.9159, 0.4676)
H (-1.8054, 3.8323, 1.9687)
H (0.4036, 2.6346, 1.7967)
H (0.7047, 5.6626, 1.4534)
H (1.8998, 4.5797, 2.1533)
H (0.3594, 4.8445, 2.9896)
H (0.7418, 4.2376, -0.5138)
C (4.1234, -4.2370, -3.9532)
C (2.7770, -3.8836, -3.3388)
C (1.7688, -5.0058, -3.5278)
O (2.2805, -2.6836, -3.9356)
H (4.0294, -4.3994, -5.0310)
H (4.8336, -3.4200, -3.8163)
H (4.5390, -5.1399, -3.5012)
H (2.9014, -3.6810, -2.2732)
H (1.5934, -5.1952, -4.5911)
H (0.8086, -4.7371, -3.0917)
H (2.1146, -5.9312, -3.0627)
H (2.1657, -2.8485, -4.8786)
C (5.3941, 1.6990, 3.2091)
C (4.9434, 3.0385, 2.6464)
C (6.1101, 4.0064, 2.5222)
O (3.9389, 3.6014, 3.4900)
H (5.8150, 1.8230, 4.2111)
H (4.5465, 1.0179, 3.2999)
H (6.1479, 1.2347, 2.5709)
H (4.4850, 2.8892, 1.6673)
H (6.5539, 4.2041, 3.5023)
H (5.7712, 4.9643, 2.1250)
H (6.8850, 3.6102, 1.8637)
H (4.3262, 3.7408, 4.3621)
C (-4.1212, 7.7150, 2.6559)
C (-3.2609, 6.5335, 3.0720)
C (-4.1018, 5.4050, 3.6580)
O (-2.2907, 6.9638, 4.0257)
H (-4.6493, 8.1400, 3.5143)
H (-3.4968, 8.5077, 2.2412)
H (-4.8595, 7.4213, 1.9069)
H (-2.7126, 6.1578, 2.2059)
H (-4.6297, 5.7413, 4.5550)
H (-3.4687, 4.5680, 3.9565)
H (-4.8367, 5.0455, 2.9353)
H (-2.7631, 7.2990, 4.7967)
C (-1.0530, -6.8920, -5.8634)
C (-0.6314, -7.6737, -4.6281)
C (-1.5155, -8.8934, -4.4181)
O (-0.6950, -6.8292, -3.4798)
H (-2.0794, -6.5290, -5.7586)
H (-0.4163, -6.0162, -5.9981)
H (-0.9929, -7.5085, -6.7620)
H (0.4089, -7.9883, -4.7305)
H (-2.5566, -8.5940, -4.2675)
H (-1.2073, -9.4397, -3.5256)
H (-1.4688, -9.5689, -5.2742)
H (-1.6094, -6.5414, -3.3736)
C (-1.8565, 8.3614, -0.4131)
C (-1.7779, 8.2119, -1.9241)
C (-3.1636, 8.1886, -2.5511)
O (-1.0828, 7.0083, -2.2527)
H (-2.3937, 7.5185, 0.0326)
H (-0.8569, 8.3681, 0.0244)
H (-2.3662, 9.2852, -0.1332)
H (-1.1997, 9.0361, -2.3443)
H (-3.7430, 7.3402, -2.1753)
H (-3.0916, 8.0726, -3.6335)
H (-3.7119, 9.1070, -2.3342)
H (-1.5847, 6.2699, -1.8876)
C (4.8927, -6.5486, 0.0128)
C (3.7588, -7.4344, 0.5065)
C (3.3584, -8.4573, -0.5462)
O (2.6307, -6.6291, 0.8448)
H (4.5862, -5.9900, -0.8769)
H (5.1638, -5.8141, 0.7725)
H (5.7776, -7.1382, -0.2342)
H (4.0656, -7.9483, 1.4189)
H (3.0036, -7.9589, -1.4533)
H (2.5397, -9.0797, -0.1825)
H (4.1977, -9.1036, -0.8104)
H (2.3455, -6.1665, 0.0474)

Atom charges from the Mulliken analysis, given in e for atoms 1 to 99: C -1.07; C 0.35; O -0.39; C -1.18; C 0.43; C -0.39; C -0.39; O -0.52; C -0.62; C 1.01; F -0.32; F -0.27; C 0.69; F -0.30; F -0.28; F -0.32; C 1.23; O -0.57; C 0.22; O -0.57; H 0.25; H 0.09; H 0.46; H 0.19; H 0.34; H 0.35; H 0.48; H 0.66; H 0.39; C -0.37; C 0.62; C -1.21; O -0.56; H -0.08; H 0.25; H 0.12; H 0.06; H 0.24; H 0.22; H 0.36; H 0.35; C -1.51; C 0.69; C -0.94; O -0.59; H 0.39; H 0.37; H 0.32; H 0.24; H 0.22; H 0.34; H 0.06; H 0.37; C -1.33; C 0.61; C -1.37; O -0.52; H 0.35; H 0.28; H 0.38; H 0.27; H 0.34; H 0.33; H 0.37; H 0.31; C -1.53; C 1.41; C -1.46; O -0.56; H 0.42; H 0.36; H 0.35; H -0.42; H 0.42; H 0.36; H 0.30; H 0.34; C -1.25; C 0.49; C -1.41; O -0.42; H 0.33; H 0.27; H 0.39; H 0.26; H 0.36; H 0.33; H 0.39; H 0.31; C -0.97; C 0.30; C -1.23; O -0.56; H 0.01; H 0.31; H 0.46; H 0.32; H 0.28; H 0.34

4.
The following is a DFT calculation (wB97M-V/def2-TZVPD) of a cluster of 2 separate species, C3H10N4 in total.

Summary:
Kohn-Sham gap (spin up / spin down) = 8.6 / 8.6 eV
Net charge = +2
Relative energy (zero: lowest compared OMol25 entry of this formula, charge and spin) = 518.5 kJ/mol

Element x y z (Å)
C (0.6067, -1.2636, 1.2821)
C (0.8653, 0.0710, -0.5748)
C (-1.8750, 1.4746, -0.5299)
N (0.8952, -2.0164, 2.2417)
N (-1.5500, 0.1585, -0.3690)
N (1.6270, 0.6868, -1.5351)
N (1.3780, -0.8950, 0.3186)
H (-0.4829, -0.8879, 1.1265)
H (-2.9956, 1.3122, -0.2143)
H (-1.3469, 2.0799, 0.1661)
H (-1.7738, 1.9841, -1.5123)
H (0.0945, -2.0206, 2.8066)
H (1.7498, -2.6759, 2.3112)
H (-1.7402, -0.4120, -1.2245)
H (1.1278, 1.2823, -2.1410)
H (2.6327, 0.8013, -1.7359)
H (2.3980, -1.0396, 0.5155)

Charges per atom according to Mulliken partitioning, unit e: C 0.18; C 0.08; C -0.65; N -0.25; N -0.23; N -0.22; N -0.12; H 0.38; H 0.33; H 0.38; H 0.33; H 0.30; H 0.34; H 0.30; H 0.27; H 0.25; H 0.32

5.
The following is a DFT calculation (wB97M-V/def2-TZVPD) of an isolated molecule of CH4FN.

Summary:
Expectation value of S² = 2.01
Kohn-Sham gap (spin up / spin down) = 5.6 / 10.8 eV
Multiplicity = 3
Relative energy (zero: lowest compared OMol25 entry of this formula, charge and spin) = 204.2 kJ/mol

Element x y z (Å)
C (-0.4124, -0.4678, 0.1446)
N (0.1929, 0.6180, -0.5546)
F (0.7739, 1.4981, 0.3708)
H (-1.0269, -0.0755, 0.9489)
H (-0.8471, -1.1342, -0.6876)
H (0.2606, -0.9636, 0.8136)
H (1.0590, 0.5250, -1.0357)

Charges per atom according to Mulliken partitioning, unit e: C -0.56; N -0.21; F -0.23; H 0.26; H 0.23; H 0.28; H 0.22

6.
The following is a DFT calculation (wB97M-V/def2-TZVPD) of a cluster of 2 separate species, Br5HSi2 in total.

Summary:
Kohn-Sham gap (spin up / spin down) = 6.8 / 6.0 eV
Relative energy (zero: lowest compared OMol25 entry of this formula, charge and spin) = 265.4 kJ/mol

Element x y z (Å)
Si (0.8381, -0.4189, -0.2865)
Si (2.3467, -1.2623, 2.8917)
Br (0.9429, -2.6040, -0.6773)
Br (2.7046, 0.4993, -1.0586)
Br (4.0933, -2.5543, 2.4879)
Br (3.2783, 0.6039, 4.0091)
Br (1.1815, -2.2957, 4.4601)
H (-0.2686, 0.3908, -0.8535)

Charges per atom according to Mulliken partitioning, unit e: Si 0.38; Si 0.49; Br -0.12; Br -0.12; Br -0.15; Br -0.25; Br -0.19; H -0.05

What are the DFT total energy values for these records? In order: -299.16229; -285.39095; -2585.17804; -338.51754; -194.82670; -13449.78742 Eh.
What are the largest force on an atom values for these records? In order: 4.53; 1.14; 2.45; 4.70; 13.54; 1.53 eV/A.